Below is 2 unconnected molecules or ions with the total composition C4H12N2O3, with properties calculated with wB97M-V/def2-TZVPD.

**Energy relative to the best compared isomer or geometry (same formula, charge and spin)**: 169.1 kJ/mol
**SMILES string**: CC(O)(O)O.C/N=C/N
**Kohn-Sham gap**: 9.356 eV
**Largest force on an atom**: 3.4 eV Å⁻¹

Geometry as ORCA input:
```
! wB97M-V def2-TZVPD RIJCOSX def2/J DEFGRID3
* xyz 0 1
C -1.476 0.013 0.869
C -2.036 0.687 -0.357
O -1.143 1.509 -0.987
O -3.263 1.307 -0.215
O -2.156 -0.346 -1.501
H -1.289 0.777 1.624
H -0.526 -0.465 0.624
H -2.188 -0.717 1.247
H -1.426 1.134 -1.947
H -3.502 1.379 0.713
H -2.983 -0.199 -1.980
C 2.299 -1.991 0.906
N 1.640 -0.802 0.437
C 2.330 0.108 -0.113
N 1.807 1.307 -0.483
H 1.823 -2.866 0.455
H 2.173 -2.073 1.989
H 3.376 -2.016 0.676
H 3.416 0.017 -0.280
H 0.797 1.374 -0.543
H 2.329 1.864 -1.136
*
```

Here are the natural (NBO) charges for atoms 1 to 2, given in e:
1 C -0.706
2 C 0.751